{
  "formula": "C12H22CaN3O2S",
  "method": "ωB97M-V with the def2-TZVPD basis set",
  "symbols": ["Ca", "C", "N", "C", "C", "C", "C", "C", "C", "C", "C", "H", "H", "H", "H", "H", "H", "H", "H", "H", "H", "H", "H", "C", "S", "C", "O", "H", "H", "H", "H", "H", "H", "N", "C", "N", "O", "H", "H", "H", "H"],
  "coordinates": [[-0.33, 1.20, -0.04], [2.85, 1.36, -1.32], [1.92, 0.39, -0.75], [2.54, -0.26, 0.41], [1.57, -0.63, -1.76], [0.51, -1.61, -1.30], [0.73, -2.96, -1.50], [-0.23, -3.90, -1.14], [-1.41, -3.46, -0.55], [-1.61, -2.10, -0.34], [-0.67, -1.12, -0.70], [3.77, 0.88, -1.67], [3.12, 2.11, -0.58], [2.39, 1.86, -2.18], [3.46, -0.78, 0.12], [1.86, -0.99, 0.84], [2.79, 0.49, 1.17], [2.48, -1.17, -2.06], [1.22, -0.09, -2.65], [1.66, -3.30, -1.96], [-0.05, -4.95, -1.30], [-2.16, -4.18, -0.26], [-2.55, -1.80, 0.12], [-2.06, 1.25, 4.14], [-0.39, 1.68, 3.69], [0.44, 0.24, 4.35], [-0.33, 1.50, 2.19], [-2.13, 1.25, 5.23], [-2.30, 0.28, 3.73], [-2.71, 2.02, 3.74], [0.32, 0.24, 5.43], [1.49, 0.33, 4.09], [0.00, -0.65, 3.91], [-2.23, 0.51, -2.97], [-2.09, 1.81, -2.71], [-2.60, 2.71, -3.58], [-1.49, 2.21, -1.68], [-2.71, 0.17, -3.79], [-1.83, -0.16, -2.31], [-3.14, 2.44, -4.38], [-2.53, 3.68, -3.34]],
  "charge": 1,
  "e_homo_ev": -10.60,
  "gap_ev": 8.2,
  "spin_multiplicity": 1
}

=====

{
  "formula": "C12H22F3NO19S4",
  "method": "ωB97M-V with the def2-TZVPD basis set",
  "symbols": ["O", "C", "O", "N", "C", "C", "O", "C", "F", "F", "F", "H", "H", "H", "H", "H", "H", "O", "S", "O", "O", "C", "C", "O", "H", "H", "H", "H", "O", "S", "O", "O", "C", "C", "O", "H", "H", "H", "H", "O", "S", "O", "O", "C", "C", "O", "H", "H", "H", "H", "O", "S", "O", "O", "C", "C", "O", "H", "H", "H", "H"],
  "coordinates": [[0.89, 0.41, 2.08], [0.86, 1.56, 1.73], [1.40, 1.92, 0.54], [0.20, 2.55, 2.48], [-1.27, 2.43, 2.55], [-1.85, 1.74, 1.33], [-1.50, 2.49, 0.19], [-3.39, 1.68, 1.42], [-3.88, 0.65, 0.74], [-3.93, 2.78, 0.88], [-3.84, 1.63, 2.67], [1.55, 2.87, 0.53], [0.50, 3.49, 2.28], [-1.70, 3.43, 2.59], [-1.54, 1.92, 3.48], [-1.54, 0.69, 1.25], [-1.14, 1.91, -0.50], [2.67, 0.96, -2.24], [1.30, 0.61, -2.32], [0.31, 1.45, -1.72], [1.11, -0.87, -1.80], [0.47, -1.68, -2.81], [0.90, -1.06, -4.12], [0.88, 0.36, -3.84], [-0.61, -1.62, -2.67], [0.80, -2.71, -2.71], [0.23, -1.29, -4.94], [1.92, -1.35, -4.38], [2.76, -3.47, -3.05], [2.93, -4.02, -1.75], [1.81, -4.40, -0.96], [3.87, -3.05, -0.94], [5.05, -3.75, -0.46], [5.27, -4.83, -1.50], [3.94, -5.25, -1.85], [4.80, -4.14, 0.52], [5.88, -3.07, -0.39], [5.83, -5.68, -1.13], [5.75, -4.43, -2.40], [-5.32, 7.90, -2.22], [-6.08, 6.71, -2.37], [-7.29, 6.70, -3.10], [-6.32, 6.09, -0.91], [-5.82, 4.75, -0.85], [-4.68, 4.73, -1.84], [-5.15, 5.54, -2.92], [-6.63, 4.07, -1.15], [-5.51, 4.52, 0.16], [-4.44, 3.73, -2.20], [-3.78, 5.18, -1.42], [4.33, -3.95, 2.50], [3.61, -3.95, 3.73], [4.27, -4.17, 4.96], [2.39, -4.97, 3.57], [1.15, -4.29, 3.81], [1.41, -2.86, 3.39], [2.76, -2.62, 3.83], [0.92, -4.36, 4.87], [0.36, -4.76, 3.23], [0.74, -2.14, 3.85], [1.38, -2.74, 2.30]],
  "smiles": "O=C(O)NC[C@H](O)C(F)(F)F.O=S1(=O)OCCO1.O=S1(=O)OCCO1.O=S1(=O)OCCO1.O=S1(=O)OCCO1",
  "charge": 0,
  "e_homo_ev": -10.41,
  "gap_ev": 10.6,
  "spin_multiplicity": 1
}

=====

{
  "formula": "C12H22N2O2PS",
  "method": "ωB97M-V with the def2-TZVPD basis set",
  "symbols": ["C", "C", "N", "C", "C", "C", "P", "S", "C", "N", "H", "H", "H", "H", "H", "H", "H", "H", "H", "H", "C", "C", "O", "C", "H", "H", "H", "H", "H", "H", "C", "C", "O", "C", "H", "H", "H", "H", "H", "H"],
  "coordinates": [[4.96, -4.12, 0.33], [4.25, -3.25, -0.72], [2.77, -3.39, -0.59], [2.04, -2.38, -0.14], [0.67, -2.55, 0.02], [0.15, -3.78, -0.32], [-1.64, -4.12, -0.19], [-2.57, -3.54, -1.77], [1.02, -4.77, -0.81], [2.31, -4.57, -0.95], [4.24, -4.50, 1.05], [5.71, -3.56, 0.86], [5.40, -4.99, -0.15], [4.49, -2.21, -0.58], [4.50, -3.57, -1.72], [2.53, -1.46, 0.11], [0.05, -1.74, 0.38], [-1.65, -5.50, 0.06], [-2.01, -3.51, 1.01], [0.65, -5.73, -1.12], [-0.39, 1.62, 0.35], [-1.47, 0.77, 0.96], [-1.22, -0.21, 1.63], [-2.89, 1.21, 0.71], [0.59, 1.22, 0.60], [-0.51, 1.65, -0.74], [-0.47, 2.64, 0.73], [-3.09, 1.21, -0.36], [-3.04, 2.22, 1.09], [-3.58, 0.52, 1.20], [-0.97, 6.42, -0.37], [-2.02, 5.52, 0.23], [-1.72, 4.53, 0.87], [-3.46, 5.91, 0.02], [0.02, 6.04, -0.15], [-1.11, 6.47, -1.46], [-1.07, 7.43, 0.03], [-3.69, 5.94, -1.05], [-3.65, 6.90, 0.44], [-4.11, 5.19, 0.51]],
  "charge": 1,
  "e_homo_ev": -11.75,
  "gap_ev": 6.8,
  "spin_multiplicity": 1
}

=====

{
  "formula": "C12H22N3",
  "method": "ωB97M-V with the def2-TZVPD basis set",
  "symbols": ["C", "C", "C", "C", "C", "C", "C", "C", "C", "C", "C", "C", "N", "N", "N", "H", "H", "H", "H", "H", "H", "H", "H", "H", "H", "H", "H", "H", "H", "H", "H", "H", "H", "H", "H", "H", "H"],
  "coordinates": [[-1.91, -0.10, -1.78], [-2.15, 0.99, -1.03], [-0.23, 0.12, -0.32], [1.73, -1.50, 3.05], [0.69, -0.45, 3.03], [0.97, -1.13, 1.76], [-2.51, -0.72, -2.96], [-3.27, 1.97, -1.01], [2.57, 0.64, 0.79], [-1.04, 2.07, 0.94], [2.42, -1.25, -1.67], [1.70, -0.58, 0.60], [-0.72, -0.66, -1.35], [-1.11, 1.12, -0.13], [2.12, -1.52, -0.28], [2.85, -1.32, 3.09], [1.55, -2.44, 3.53], [-0.28, -0.68, 3.36], [0.97, 0.59, 2.99], [0.11, -1.89, 1.60], [-3.41, -0.19, -3.32], [-1.85, -0.69, -3.80], [-2.61, -1.87, -2.68], [-2.89, 3.13, -1.02], [-3.95, 1.88, -1.80], [-3.83, 1.70, -0.08], [2.18, 1.44, 1.44], [3.38, 0.25, 1.46], [2.75, 1.06, -0.17], [0.01, 2.39, 0.98], [-1.38, 3.04, 0.62], [-1.54, 1.78, 1.87], [1.65, -1.66, -2.25], [2.30, -0.23, -1.74], [3.43, -1.42, -1.88], [-0.45, -1.48, -1.82], [1.71, -2.39, -0.04]],
  "relative_energy_kcal_mol": 59.4,
  "charge": 1,
  "e_homo_ev": -11.91,
  "gap_ev": 9.6,
  "spin_multiplicity": 1
}

=====

{
  "formula": "C12H23AgCl10NiO4",
  "method": "ωB97M-V with the def2-TZVPD basis set",
  "symbols": ["Ag", "Ni", "C", "O", "H", "H", "H", "C", "O", "O", "O", "Cl", "C", "C", "Cl", "H", "H", "H", "H", "Cl", "C", "C", "Cl", "H", "H", "H", "H", "Cl", "C", "C", "Cl", "H", "H", "H", "H", "Cl", "C", "C", "Cl", "H", "H", "H", "H", "Cl", "C", "C", "Cl", "H", "H", "H", "H"],
  "coordinates": [[-1.47, 2.50, -2.35], [-0.08, -0.62, -2.52], [1.00, 1.99, -4.50], [0.21, 1.35, -3.53], [0.73, 1.61, -5.48], [0.65, 3.02, -4.54], [2.09, 2.05, -4.41], [-1.02, 0.51, -0.42], [-0.84, 1.74, -0.41], [-0.01, -0.16, -0.52], [-1.67, 0.31, -1.45], [1.36, 4.19, -1.74], [2.01, 3.91, -0.09], [2.99, 2.67, -0.03], [4.25, 2.82, -1.30], [1.16, 3.72, 0.55], [2.43, 4.86, 0.26], [2.44, 1.77, -0.32], [3.42, 2.51, 0.96], [1.36, 0.61, 4.53], [0.63, 1.18, 3.01], [-0.88, 1.32, 3.10], [-1.75, -0.20, 3.39], [0.87, 0.47, 2.22], [1.05, 2.13, 2.67], [-1.23, 1.75, 2.16], [-1.21, 1.94, 3.94], [1.11, -3.04, 2.15], [-0.41, -2.90, 1.21], [-1.21, -4.22, 1.33], [-2.70, -4.13, 0.30], [-0.17, -2.79, 0.15], [-0.91, -1.97, 1.49], [-1.49, -4.32, 2.38], [-0.69, -5.08, 0.91], [-4.51, 1.39, 0.61], [-4.27, -0.36, 0.27], [-5.52, -1.19, 0.59], [-6.85, -0.80, -0.56], [-3.46, -0.81, 0.85], [-4.00, -0.42, -0.78], [-5.81, -1.18, 1.64], [-5.26, -2.23, 0.39], [5.18, -3.09, -1.21], [3.66, -2.68, -0.45], [3.19, -1.28, -0.83], [2.51, -1.14, -2.50], [3.85, -2.74, 0.63], [2.94, -3.45, -0.74], [3.99, -0.55, -0.81], [2.35, -0.98, -0.20]],
  "relative_energy_kcal_mol": 84.0,
  "charge": 1,
  "e_homo_ev": [-12.94, -12.94],
  "gap_ev": [7.8, 5.8],
  "s2": 3.77,
  "spin_multiplicity": 4
}

=====

{
  "formula": "C12H23AuN2O2S3",
  "method": "ωB97M-V with the def2-TZVPD basis set",
  "symbols": ["Au", "C", "C", "S", "C", "C", "S", "C", "C", "S", "H", "H", "H", "H", "H", "H", "H", "H", "H", "H", "H", "H", "O", "C", "C", "C", "C", "C", "C", "N", "H", "H", "H", "H", "H", "H", "H", "H", "H", "H", "H", "O", "N"],
  "coordinates": [[0.33, -0.40, 0.18], [3.77, -0.16, -0.26], [3.62, -0.74, 1.14], [1.99, -1.50, 1.49], [1.53, -0.76, 3.09], [1.49, 0.76, 3.16], [0.41, 1.52, 1.90], [1.44, 2.83, 1.16], [2.78, 2.40, 0.58], [2.59, 1.13, -0.69], [4.77, 0.30, -0.36], [3.68, -0.90, -1.05], [4.33, -1.56, 1.25], [3.83, -0.02, 1.92], [0.56, -1.21, 3.32], [2.24, -1.17, 3.82], [1.07, 1.04, 4.13], [2.47, 1.22, 3.10], [0.80, 3.29, 0.41], [1.61, 3.59, 1.93], [3.23, 3.25, 0.05], [3.51, 2.07, 1.32], [-1.48, 0.42, -1.02], [-2.64, 0.70, -1.26], [-3.11, 1.70, -2.25], [-4.37, 1.25, -3.04], [-4.41, -0.24, -3.41], [-5.04, -1.12, -2.36], [-4.11, -1.27, -0.98], [-3.74, 0.02, -0.60], [-2.27, 1.95, -2.90], [-3.37, 2.61, -1.69], [-4.38, 1.86, -3.94], [-5.28, 1.52, -2.50], [-3.44, -0.61, -3.73], [-5.06, -0.36, -4.28], [-5.13, -2.17, -2.66], [-6.01, -0.76, -2.03], [-3.24, -1.89, -1.21], [-4.77, -1.72, -0.24], [-4.50, 0.63, -0.32], [0.44, -2.93, -1.85], [-0.26, -2.42, -1.16]],
  "charge": 4,
  "e_homo_ev": [-22.19, -21.72],
  "gap_ev": [7.9, 5.0],
  "s2": 2.45,
  "spin_multiplicity": 3
}

=====

{
  "formula": "C12H23AuN5O6S",
  "method": "ωB97M-V with the def2-TZVPD basis set",
  "symbols": ["O", "H", "Au", "N", "N", "N", "N", "O", "O", "O", "O", "C", "C", "C", "C", "C", "H", "H", "H", "C", "H", "H", "H", "C", "C", "H", "H", "H", "H", "H", "H", "H", "H", "C", "H", "H", "H", "O", "H", "H", "S", "C", "C", "N", "C", "H", "H", "H"],
  "coordinates": [[1.76, 1.26, -3.04], [2.21, 1.11, -3.88], [-0.12, 0.03, -0.33], [-0.09, 2.02, -0.86], [1.46, 0.89, 0.88], [-1.78, -1.12, -0.86], [-0.09, -1.63, 1.02], [-1.09, 2.58, -1.36], [-2.68, -0.70, -1.69], [0.68, -1.75, 2.10], [2.01, 0.39, 1.94], [1.87, 2.10, 0.44], [1.06, 2.70, -0.54], [-1.93, -2.31, -0.24], [-1.03, -2.57, 0.83], [1.33, 3.96, -1.26], [1.67, 3.73, -2.28], [2.11, 4.53, -0.75], [0.42, 4.56, -1.32], [3.09, 2.68, 1.04], [3.97, 2.05, 0.83], [2.99, 2.76, 2.13], [3.29, 3.68, 0.64], [-3.06, -3.19, -0.62], [-1.18, -3.73, 1.74], [-3.40, -2.96, -1.63], [-3.91, -3.05, 0.07], [-2.76, -4.24, -0.57], [-0.53, -3.62, 2.62], [-0.92, -4.66, 1.23], [-2.22, -3.82, 2.08], [-1.57, 0.04, -2.59], [1.29, -0.88, 2.08], [1.55, -0.69, -1.51], [2.16, 0.11, -1.86], [1.02, -1.25, -2.27], [2.03, -1.36, -0.80], [-0.69, 0.22, -3.03], [0.82, 0.97, -3.15], [-0.77, -0.20, -3.91], [-2.46, 1.60, 3.39], [-3.48, 1.78, 1.98], [-2.81, 1.38, 0.85], [-1.53, 0.93, 1.11], [-1.21, 0.99, 2.41], [-4.50, 2.15, 1.99], [-3.20, 1.39, -0.15], [-0.24, 0.72, 2.82]],
  "charge": 1,
  "e_homo_ev": [-11.00, -11.16],
  "gap_ev": [6.4, 6.1],
  "s2": 2.12,
  "spin_multiplicity": 3
}

=====

{
  "formula": "C12H23ClFN2NbO2S2",
  "method": "ωB97M-V with the def2-TZVPD basis set",
  "symbols": ["C", "C", "Nb", "F", "S", "C", "C", "C", "Cl", "C", "S", "O", "O", "H", "H", "H", "H", "H", "H", "H", "H", "H", "H", "H", "H", "C", "C", "N", "C", "C", "N", "C", "C", "H", "H", "H", "H", "H", "H", "H", "H", "H", "H", "H"],
  "coordinates": [[2.17, 3.83, -2.94], [1.26, 3.06, -2.68], [-0.40, 1.52, -2.82], [-1.68, 3.06, -3.29], [0.02, 1.04, -5.22], [-2.21, 0.15, -2.75], [-3.59, 0.87, -2.97], [-4.77, -0.19, -3.17], [-4.11, 1.87, -1.51], [0.91, -0.18, -2.07], [2.35, -0.60, -3.11], [3.00, 0.55, -3.73], [2.06, -1.62, -4.13], [2.92, 4.58, -3.27], [-0.75, 1.90, -1.06], [1.15, 1.69, -5.67], [-2.15, -0.69, -3.52], [-2.21, -0.32, -1.72], [-3.61, 1.51, -3.89], [-4.89, -0.83, -2.25], [-5.76, 0.34, -3.33], [-4.60, -0.82, -4.09], [0.26, -1.12, -2.06], [1.20, -0.01, -1.00], [3.30, -1.17, -2.24], [2.92, -0.72, 6.11], [2.83, -0.47, 4.61], [1.60, -0.98, 4.02], [1.15, -2.29, 4.06], [0.00, -2.34, 3.34], [-0.23, -1.06, 2.87], [0.74, -0.26, 3.30], [-1.33, -0.64, 2.01], [2.90, -1.79, 6.33], [3.84, -0.32, 6.51], [2.08, -0.26, 6.63], [3.67, -0.93, 4.10], [2.88, 0.61, 4.42], [1.72, -3.03, 4.59], [-0.69, -3.13, 3.10], [0.83, 0.80, 3.08], [-0.92, -0.24, 1.09], [-1.91, 0.13, 2.52], [-1.98, -1.49, 1.78]],
  "charge": 0,
  "e_homo_ev": -7.59,
  "gap_ev": 6.5,
  "spin_multiplicity": 1
}